Record 1
Molecular formula: C5H13NO2
Method: DFT, wB97M-V/def2-TZVPD

The energy relative to the best compared isomer or geometry (same formula, charge and spin) is 336.26 kJ/mol. As for the HOMO-LUMO gap: 9.59 eV. The HOMO energy is -9.08 eV.

Geometry as XYZ:
```
21
Properties=species:S:1:pos:R:3:forces:R:3
O -1.9523 -1.8468 0.5429 0.33 0.12 -0.61
O -1.4534 -0.9579 -2.6129 -1.36 1.58 -1.41
N -0.5676 1.1965 -0.7355 -3.49 -1.49 -0.89
C -1.6400 -0.7315 0.2291 1.03 -0.14 0.56
C 0.4425 -0.1958 2.1850 -0.33 0.90 -0.13
C 2.0045 0.6469 0.1707 -0.51 -2.24 2.76
C -0.2841 -0.2010 -0.3668 0.05 0.60 -0.55
C 0.8196 -0.3388 0.7068 1.34 0.21 -0.58
H -2.0133 -0.1803 -2.9167 0.93 -1.60 0.35
H 0.1242 1.8995 -0.5774 -0.55 0.45 -0.47
H 1.7649 1.7027 0.3707 0.74 -0.45 0.67
H 1.9690 0.5622 -0.8490 -0.01 -0.22 -2.78
H -0.0059 -1.0967 2.6381 0.59 0.14 -0.36
H -1.5577 1.2531 -1.2653 3.80 0.81 1.79
H 3.0096 0.2001 0.4374 -1.04 1.26 0.33
H 0.1456 -0.6626 -1.3203 -0.69 -0.29 2.14
H 1.2966 0.1897 2.8000 -0.94 -0.29 -0.49
H -0.3928 0.4898 2.1239 -0.04 0.82 0.97
H 1.0771 -1.3955 0.6720 0.78 0.01 -0.77
H -2.2305 0.1346 0.6060 -0.21 -0.03 -0.41
H -0.5559 -0.6682 -2.8388 -0.41 -0.13 -0.13
```
Forces are in eV/Å.

=====

Record 2
Molecular formula: C21H24F2N2O4
Method: DFT, wB97M-V/def2-TZVPD

The energy relative to the best compared isomer or geometry (same formula, charge and spin) is 0.00 kJ/mol. As for the HOMO-LUMO gap: 8.65 eV. The HOMO energy is -8.10 eV.

Geometry as XYZ:
```
53
Properties=species:S:1:pos:R:3:forces:R:3
F 0.3139 -0.8101 5.0517 -0.13 0.04 -0.02
F -2.3954 -0.4491 5.2390 0.20 0.01 -0.07
O 2.9203 -0.9305 1.5613 0.11 0.16 0.13
O 2.0590 3.1937 -2.3493 0.28 -0.29 0.43
O 2.0837 1.1571 -1.2370 -0.27 0.22 -0.43
O -1.6525 1.8413 -1.7399 0.29 0.29 -0.23
N -2.7721 0.8037 -0.0868 -0.25 -0.01 0.25
N 1.8743 -1.6821 -0.2840 0.17 -0.20 -0.02
C -2.4094 0.6689 3.1699 0.19 -0.01 0.05
C -2.4873 -0.3680 -2.1846 0.26 0.08 -0.14
C -0.3345 -1.3296 -1.2247 0.07 -0.27 -0.45
C -0.8319 -2.5905 -0.5143 0.03 0.31 0.27
C -1.1233 -0.9978 -2.4943 0.05 0.05 0.28
C -0.0035 -2.8485 0.7443 0.07 -0.14 -0.19
C -0.3449 -0.1661 4.0773 -0.15 0.06 -0.06
C -1.7273 1.1589 2.0635 -0.05 0.03 0.09
C -2.4921 1.7980 0.9332 0.08 0.07 0.01
C -2.2643 0.8722 -1.3368 -0.52 -0.47 -0.02
C 1.1600 -1.5136 -1.5243 -0.33 0.40 -0.20
C 3.3045 2.7853 -0.3033 -0.33 0.02 -0.46
C 1.4887 -2.8959 0.4085 -0.05 -0.13 0.52
C -1.7193 0.0161 4.1739 0.07 -0.07 -0.02
C 1.1212 2.6081 -3.2420 -0.42 -0.20 -0.28
C 2.4711 2.4377 -1.3351 0.41 0.51 0.36
C 0.3435 0.3157 2.9775 -0.12 -0.06 0.22
C 2.4850 -0.7045 0.4357 -0.03 -0.29 -0.16
C 3.4276 1.6280 0.4854 -0.46 -0.65 -0.36
C -0.3517 0.9758 1.9788 -0.07 0.04 0.05
C 2.6763 0.6422 -0.1075 0.71 0.62 0.83
H -0.7416 -3.4426 -1.1932 -0.05 -0.05 -0.10
H -0.5516 -0.2781 -3.0834 0.00 0.00 -0.08
H 0.1949 2.3482 -2.7233 0.13 0.03 -0.09
H 0.9230 3.3674 -3.9944 0.02 -0.06 0.01
H -3.4314 2.2257 1.2972 0.12 0.04 -0.03
H -0.3025 -3.7891 1.2086 -0.01 -0.01 0.08
H 3.7542 3.7419 -0.1477 0.08 0.25 -0.02
H -1.9036 2.5796 0.4470 -0.13 -0.05 0.11
H -1.8849 -2.4914 -0.2433 -0.09 -0.05 -0.04
H -1.2610 -1.8976 -3.0968 0.02 -0.01 -0.08
H 1.7070 -3.7507 -0.2391 0.02 0.01 0.00
H 2.0864 -2.9680 1.3177 -0.05 -0.09 -0.17
H -0.1741 -2.0439 1.4638 0.00 -0.01 0.06
H 1.5520 -0.6651 -2.0777 -0.06 -0.17 -0.04
H 3.9982 1.5102 1.3832 0.08 -0.11 0.20
H -3.2395 -0.0349 0.2192 0.09 -0.01 -0.17
H 1.4078 0.1484 2.9070 0.12 -0.02 0.00
H -0.4150 -0.4841 -0.5330 0.08 0.00 0.02
H 1.5438 1.7181 -3.7171 0.00 0.07 0.00
H -2.9610 -0.0670 -3.1202 -0.08 0.02 0.07
H 1.3092 -2.4167 -2.1277 0.00 0.04 -0.01
H -3.1387 -1.0788 -1.6766 -0.06 -0.01 0.00
H 0.1858 1.3580 1.1245 0.11 0.06 -0.15
H -3.4767 0.7942 3.2696 -0.14 0.01 0.05
```
Forces are in eV/Å.

=====

Record 3
Molecular formula: C22H29N9O2
Method: DFT, wB97M-V/def2-TZVPD

As for the net charge: -1. Its multiplicity is 2. As for the HOMO-LUMO gap (spin up / spin down): 3.02 / 6.83 eV. The HOMO energy (spin up / spin down) is -1.41 / -5.22 eV.

Geometry as XYZ:
```
62
Properties=species:S:1:pos:R:3:forces:R:3
O 6.0013 1.1395 3.2058 -0.46 1.33 3.63
O 6.9802 0.7523 1.3356 -0.09 -0.54 -1.04
N -0.3508 -3.8497 2.9712 0.06 -0.06 0.10
N 1.5837 4.3995 -1.6479 -0.09 -0.07 0.12
N 0.9954 1.6761 -5.6310 0.83 -0.82 -1.16
N -6.9291 1.2719 -2.8290 2.10 0.69 1.52
N -1.7502 -1.9333 0.7124 -0.39 0.09 -0.04
N -6.2316 -3.9084 2.1896 1.79 0.44 0.60
N 5.9557 0.7162 2.0761 -2.69 -2.24 -3.34
N -1.2408 1.6314 1.7971 -1.40 -1.11 1.65
N 1.2923 0.5257 -2.2571 -0.53 -0.02 -0.01
C 3.4823 0.3160 2.3434 -1.14 -0.13 0.12
C 0.3461 2.1669 -4.8394 -1.70 2.12 2.06
C -1.6787 0.1490 -0.8531 -0.43 -0.27 -0.40
C 4.6482 0.1076 1.5987 3.54 1.75 0.98
C -0.0244 -4.0262 1.8857 0.09 0.20 -1.03
C 0.3207 -4.3249 0.4610 -1.04 -0.36 1.32
C 3.3698 -1.0252 -0.1045 1.98 -0.11 -0.58
C 3.1983 -0.0417 -3.9023 0.26 -1.01 -1.02
C -0.4882 2.8706 -3.7792 0.58 -1.04 -1.16
C -4.8544 2.0857 -1.4641 0.29 0.14 0.03
C -1.7305 -1.0108 0.0286 0.92 0.17 0.05
C 1.7486 3.6133 -0.8245 0.11 -0.66 0.57
C 2.2750 -0.0887 1.7853 0.74 -0.83 0.75
C -1.8854 1.0455 2.5743 1.34 1.19 -1.21
C -4.0070 -3.0378 3.3171 0.04 -0.58 -0.48
C -5.2190 -3.5619 2.6470 -1.56 0.19 0.16
C -2.7047 0.3116 3.5468 0.55 -0.21 -0.57
C 2.0017 2.5645 0.2010 0.13 0.32 -0.52
C 4.5879 -0.5483 0.3791 -0.22 -0.69 -1.49
C 2.1095 0.2533 -3.0113 0.46 0.43 0.55
C 2.2446 -0.8238 0.5983 -2.43 1.11 0.83
C -6.0074 1.6132 -2.1943 -2.61 -0.59 -1.88
H -2.7191 0.4739 -0.8589 0.20 0.50 -0.31
H -0.3969 -5.1009 0.1945 0.29 -0.48 -0.06
H -3.3915 -3.8931 3.5958 0.24 0.11 -0.17
H 4.1674 0.4058 -3.6818 -0.40 0.37 0.27
H -4.9936 3.1042 -1.1016 -0.22 -0.14 0.16
H -4.0086 2.1365 -2.1497 0.13 -0.26 0.15
H -3.4646 -2.4121 2.6082 0.18 -0.22 0.01
H 0.0285 -3.5306 -0.2259 0.77 0.35 0.38
H 3.3020 -1.5482 -1.0469 0.27 -0.05 -0.23
H 5.4455 -0.6907 -0.2617 0.37 0.16 0.39
H -4.6756 1.3959 -0.6394 0.24 0.23 0.02
H 2.8700 0.1803 -4.9177 0.15 0.36 0.00
H -0.4871 3.9586 -3.8452 0.54 -0.17 -0.15
H 3.5134 0.7687 3.3235 0.20 0.15 -0.07
H -0.9886 0.9452 -0.5737 -0.18 -0.29 0.48
H -1.3753 -0.1571 -1.8543 -0.15 -0.16 0.00
H 1.3313 -0.0189 2.3057 -0.01 0.45 0.31
H 3.3666 -1.1185 -3.9130 -0.02 -0.13 0.22
H 2.5251 1.7287 -0.2634 0.08 0.11 -0.06
H -2.1249 -0.5212 3.9448 0.16 0.09 0.07
H -3.0138 0.9673 4.3609 -0.24 -0.11 -0.21
H -4.1688 -2.4709 4.2339 -0.59 -0.06 -0.16
H 1.3425 -4.7043 0.4530 -0.11 0.31 -0.52
H -3.5082 -0.1471 2.9705 -0.35 0.27 0.36
H -1.5207 2.5619 -3.9431 0.01 -0.22 0.26
H 2.6341 2.9487 1.0014 -0.10 0.07 -0.06
H -0.0796 2.5263 -2.8292 -0.29 0.19 0.05
H 1.0893 2.1441 0.6238 -0.09 0.35 -0.09
H 1.2615 -0.9616 0.1730 -0.10 -0.57 -0.16
```
Forces are in eV/Å.

=====

Record 4
Molecular formula: C2H3NO2S2
Method: DFT, wB97M-V/def2-TZVPD

The energy relative to the best compared isomer or geometry (same formula, charge and spin) is 329.19 kJ/mol. As for the HOMO-LUMO gap (spin up / spin down): 7.87 / 7.89 eV. The HOMO energy (spin up / spin down) is -9.66 / -9.71 eV.

Geometry as XYZ:
```
10
Properties=species:S:1:pos:R:3:forces:R:3
S -1.8231 0.0553 -0.0837 0.96 1.22 1.21
S -0.4563 -1.6689 -0.0712 0.36 1.24 -0.35
O -2.5897 0.1062 1.1457 0.51 -0.18 -1.46
O -2.4434 0.2101 -1.3788 0.52 -0.04 1.11
N -0.0222 1.5980 0.2606 -2.20 0.05 -1.14
C 1.0239 -0.6175 0.0602 1.50 -1.61 -0.42
C 0.9415 0.9398 -0.0854 1.57 -2.49 0.53
H 1.9063 -0.9339 -0.5967 -1.72 0.01 0.32
H 1.4345 -0.8247 1.0660 -0.29 0.58 -0.21
H 2.0285 1.1356 -0.3167 -1.21 1.23 0.41
```
Forces are in eV/Å.